This record from the Open Molecules 2025 dataset describes the molecule C5H8O2 in a non-equilibrium geometry. The level of theory is ωB97M-V with the def2-TZVPD basis set.

Bonds (Å) are listed after each position.
Geometry (Å):
1 C 1.55 -0.47 0.15  C2 1.530, H8 1.096, H9 1.094, H10 1.096
2 C 0.27 0.27 0.55  C1 1.530, C3 1.521, C6 1.555, H11 1.094
3 C -0.20 1.40 -0.36  C2 1.521, O4 1.461, H12 1.085, H13 1.095
4 O -0.98 0.74 -1.40  C3 1.461, C5 1.325
5 C -1.89 0.09 -0.71  O4 1.325, C6 1.565
6 C -1.05 -0.55 0.45  C2 1.555, C5 1.565, O7 1.416, H14 1.090
7 O -0.90 -1.83 -0.13  C6 1.416, H15 0.970
8 H 2.42 0.18 0.23  C1 1.096
9 H 1.51 -0.86 -0.87  C1 1.094
10 H 1.71 -1.33 0.82  C1 1.096
11 H 0.39 0.67 1.56  C2 1.094
12 H 0.45 2.14 -0.81  C3 1.085
13 H -1.01 1.92 0.18  C3 1.095
14 H -1.57 -0.67 1.40  C6 1.090
15 H -0.71 -1.69 -1.07  O7 0.970

Results
calculated total energy: -345.65842 Ha
energy relative to the best compared isomer or geometry (same formula, charge and spin): 3.988 eV
Kohn-Sham gap: 9.1176 eV
lowest unoccupied orbital energy: 0.39 eV